This record from OMol25 describes 2 unconnected molecules or ions with the total composition CH8NO. The level of theory is ωB97M-V/def2-TZVPD.

CARTESIAN COORDINATES (ANGSTROEM)
C 0.315 -1.159 -0.012
N -0.897 -0.476 0.478
H 0.495 -0.835 -1.034
H 1.204 -0.763 0.467
H 0.284 -2.225 0.114
H -0.725 0.548 0.385
H -1.115 -0.692 1.448
H -1.713 -0.682 -0.110
H 0.168 2.598 -0.833
H 1.459 1.821 -0.588
O 0.526 1.865 -0.316

Atomic forces in eV per Å
1.208 0.553 -0.584
-0.268 0.760 -0.242
-0.481 -0.454 -0.244
-0.209 -0.023 0.695
-0.291 -0.361 -0.074
0.141 -0.270 0.090
-0.066 -0.051 0.061
0.130 -0.156 0.263
-0.033 0.042 0.102
-0.370 0.018 0.226
0.240 -0.059 -0.292

Properties
ΔE to the lowest compared entry with this formula, charge and spin ... 14.92 kJ/mol
Energy ... -4697.890 eV
Gap between HOMO and LUMO ... 12.95 eV
Total charge ... +1

Here are the Mulliken charges for atoms 1 to 5, given in e:
1. C -0.803
2. N -0.251
3. H 0.349
4. H 0.323
5. H 0.347

---

This record from OMol25 describes C5H11NO in the gas phase. The level of theory is ωB97M-V/def2-TZVPD.

CARTESIAN COORDINATES (ANGSTROEM)
C -1.982 -0.793 -0.420
C -1.220 -0.120 0.734
N -0.140 0.626 0.343
C 0.633 0.427 -0.866
C 1.473 -0.848 -0.885
C 0.559 1.254 1.460
O -1.683 -0.148 1.860
H -2.733 -1.484 -0.072
H -1.217 -1.184 -1.102
H -2.399 -0.049 -1.097
H 1.358 1.266 -0.915
H 0.024 0.432 -1.778
H 2.440 -0.673 -1.388
H 1.098 -1.733 -1.441
H 1.466 -1.329 0.120
H 0.125 1.261 2.468
H 1.530 0.757 1.626
H 0.668 2.340 1.354

Atomic forces in eV per Å
1.555 0.625 -0.482
-1.813 -0.136 -1.254
-0.402 0.165 1.867
0.613 0.060 -0.526
-0.020 -1.769 0.053
1.192 0.682 0.797
0.537 0.021 -0.004
0.099 -0.201 -0.001
-0.378 -0.938 0.277
-0.497 0.384 0.422
-0.710 -0.272 -0.068
-0.111 0.456 0.373
-0.067 -0.076 0.928
-0.547 0.867 -0.238
0.967 0.814 -0.334
-0.823 -0.924 -0.713
-0.032 0.435 -0.315
0.436 -0.193 -0.782

Properties
ΔE to the lowest compared entry with this formula, charge and spin ... 112.73 kJ/mol
Energy ... -8900.529 eV
SMILES ... CCN(C)C(C)=O
Gap between HOMO and LUMO ... 10.24 eV

Here are the Mulliken charges for atoms 1 to 5, given in e:
1. C -1.107
2. C 0.839
3. N 0.022
4. C -0.782
5. C -0.944

---

This record from OMol25 describes 11 unconnected molecules or ions with the total composition C48H100N2O22. The level of theory is ωB97M-V/def2-TZVPD.

CARTESIAN COORDINATES (ANGSTROEM)
C 21.303 -11.990 -6.458
C 22.269 -12.654 -5.721
C 22.178 -12.680 -4.335
C 21.218 -11.881 -3.678
C 20.255 -11.179 -4.389
C 20.275 -11.260 -5.770
N 21.223 -11.797 -2.216
O 21.748 -12.785 -1.570
O 20.809 -10.766 -1.648
H 21.298 -11.910 -7.535
H 22.991 -13.227 -6.285
H 22.931 -13.256 -3.817
H 19.548 -10.555 -3.862
H 19.550 -10.807 -6.431
C 18.995 -3.288 -7.947
C 17.883 -3.948 -7.441
C 18.012 -4.744 -6.253
C 19.267 -4.964 -5.745
C 20.359 -4.212 -6.168
C 20.224 -3.402 -7.266
N 19.524 -5.966 -4.646
O 18.534 -6.583 -4.228
O 20.632 -6.244 -4.301
H 18.911 -2.770 -8.891
H 16.936 -3.864 -7.952
H 17.230 -5.314 -5.774
H 21.354 -4.341 -5.768
H 21.111 -2.909 -7.635
C 14.562 -16.221 -5.368
O 15.546 -15.141 -5.096
C 16.614 -15.508 -4.255
C 17.678 -16.500 -4.871
O 17.192 -17.753 -5.348
C 18.170 -18.716 -5.696
H 14.946 -16.687 -6.275
H 13.556 -15.826 -5.507
H 14.485 -17.015 -4.625
H 16.393 -15.898 -3.261
H 17.321 -14.678 -4.220
H 18.392 -16.755 -4.088
H 18.112 -15.998 -5.736
H 17.654 -19.652 -5.911
H 18.893 -18.771 -4.883
H 18.727 -18.517 -6.611
C 10.683 -15.623 -5.124
O 10.824 -15.258 -6.509
C 9.602 -15.098 -7.205
C 9.767 -14.608 -8.616
O 10.640 -15.362 -9.495
C 10.443 -16.712 -9.770
H 11.622 -15.608 -4.571
H 10.195 -16.597 -5.170
H 9.956 -14.968 -4.643
H 9.041 -14.415 -6.567
H 8.898 -15.931 -7.198
H 10.057 -13.557 -8.604
H 8.789 -14.590 -9.096
H 11.347 -17.164 -10.178
H 9.629 -16.924 -10.464
H 10.093 -17.309 -8.928
C 16.681 -7.591 -7.995
O 17.222 -8.825 -8.216
C 16.260 -9.906 -8.481
C 16.926 -11.242 -8.618
O 17.442 -11.976 -7.452
C 16.628 -12.998 -6.896
H 15.929 -7.370 -8.752
H 17.275 -6.680 -8.076
H 16.220 -7.441 -7.018
H 15.678 -9.588 -9.346
H 15.664 -10.035 -7.578
H 17.637 -11.293 -9.442
H 16.263 -11.932 -9.138
H 16.821 -13.069 -5.826
H 16.891 -13.933 -7.391
H 15.549 -12.856 -6.952
C 14.150 -8.418 -0.164
O 13.140 -8.360 0.807
C 12.029 -9.101 0.345
C 10.966 -9.333 1.445
O 11.065 -10.587 2.180
C 10.081 -10.758 3.142
H 13.823 -7.914 -1.074
H 14.455 -9.427 -0.443
H 15.031 -7.912 0.232
H 12.133 -10.126 -0.012
H 11.616 -8.464 -0.437
H 10.064 -9.534 0.867
H 10.838 -8.431 2.044
H 10.580 -11.103 4.048
H 9.702 -11.756 2.922
H 9.299 -10.022 3.333
C 19.499 -6.402 0.460
O 19.422 -5.031 0.868
C 19.041 -4.129 -0.092
C 17.478 -3.925 -0.154
O 16.721 -5.044 -0.641
C 16.944 -5.362 -1.959
H 19.542 -7.084 1.309
H 20.204 -6.515 -0.364
H 18.487 -6.627 0.123
H 19.417 -4.282 -1.104
H 19.434 -3.260 0.436
H 17.259 -3.095 -0.826
H 17.204 -3.732 0.884
H 16.324 -6.201 -2.275
H 18.020 -5.453 -2.111
H 16.455 -4.587 -2.550
C 12.071 -14.856 -0.638
O 13.397 -14.417 -0.659
C 13.616 -13.041 -0.881
C 15.056 -12.884 -1.544
O 16.227 -13.448 -0.889
C 16.598 -12.872 0.376
H 11.506 -14.857 -1.570
H 11.487 -14.281 0.080
H 12.101 -15.881 -0.268
H 13.535 -12.334 -0.056
H 12.918 -12.625 -1.608
H 15.261 -11.815 -1.602
H 15.038 -13.400 -2.504
H 17.595 -13.275 0.553
H 15.890 -13.214 1.132
H 16.583 -11.798 0.193
C 10.627 -7.164 -4.020
O 10.541 -8.305 -4.877
C 11.276 -8.112 -6.038
C 11.222 -9.142 -7.146
O 9.909 -8.948 -7.817
C 9.522 -9.834 -8.868
H 11.661 -6.934 -3.763
H 9.999 -7.562 -3.223
H 10.265 -6.243 -4.478
H 12.293 -7.936 -5.691
H 11.170 -7.159 -6.557
H 11.462 -10.133 -6.761
H 12.024 -8.925 -7.852
H 9.484 -10.906 -8.674
H 10.236 -9.671 -9.675
H 8.510 -9.625 -9.217
C 9.755 -11.810 -3.696
O 8.905 -11.480 -2.683
C 8.707 -12.539 -1.759
C 8.251 -13.958 -2.313
O 7.366 -14.057 -3.331
C 6.300 -13.047 -3.365
H 10.072 -10.904 -4.213
H 9.322 -12.593 -4.319
H 10.696 -12.196 -3.306
H 7.974 -12.147 -1.054
H 9.534 -12.776 -1.090
H 7.907 -14.549 -1.465
H 9.052 -14.587 -2.703
H 5.924 -12.652 -2.421
H 5.447 -13.461 -3.902
H 6.684 -12.305 -4.066
C 12.831 -12.497 -6.658
O 13.780 -11.462 -6.374
C 13.833 -11.127 -5.029
C 14.952 -10.046 -4.979
O 14.974 -9.325 -3.772
C 16.289 -8.770 -3.442
H 13.339 -13.446 -6.486
H 12.546 -12.351 -7.699
H 11.975 -12.538 -5.985
H 14.084 -11.976 -4.393
H 13.028 -10.639 -4.480
H 14.920 -9.333 -5.804
H 15.928 -10.521 -5.069
H 17.051 -9.408 -3.890
H 16.438 -8.693 -2.365
H 16.353 -7.783 -3.900

Atomic forces in eV per Å
-1.302 1.303 0.805
-0.945 -0.146 -0.138
0.458 0.041 -0.425
0.665 -0.503 2.746
-0.172 0.458 -0.997
1.209 -0.802 -0.865
0.965 -1.791 -2.346
-0.015 0.351 -0.287
-0.891 1.136 0.420
0.176 -0.312 -0.135
0.412 -0.113 0.299
-0.265 0.138 0.523
-0.048 -0.070 0.110
-0.317 0.303 0.368
0.187 -0.662 0.603
0.405 -0.503 1.411
-0.020 -0.107 -1.098
1.087 0.763 0.840
0.285 -0.576 -0.343
-0.482 0.351 -0.715
-2.417 -1.358 -0.307
0.438 1.026 -0.518
1.173 0.785 -0.069
0.099 0.237 0.064
-0.127 -0.050 0.136
-0.400 0.126 -0.323
-0.145 -0.176 0.359
-0.046 0.171 -0.103
1.417 0.529 -0.384
-1.467 -1.164 0.679
1.990 -1.609 -1.182
-0.817 -0.425 -0.579
-1.008 -0.296 -0.228
-0.179 0.542 0.183
-0.463 -0.157 -0.097
0.323 0.456 -0.158
0.444 0.279 0.452
-0.730 0.381 0.090
-0.618 0.649 0.646
0.418 0.614 0.087
0.513 0.207 0.131
-0.021 -0.057 0.515
0.124 -0.505 0.097
0.055 0.628 -0.202
-1.329 -0.127 -1.367
0.896 -0.152 -0.098
-0.203 0.027 1.368
-0.019 -0.535 -0.956
0.527 1.412 0.717
-1.143 -0.787 0.406
-0.002 -0.064 -0.477
0.316 -0.425 0.683
0.029 0.361 0.161
-0.436 0.893 -0.519
0.565 -1.083 0.100
0.783 -0.226 -0.278
-0.454 -0.115 0.184
0.090 0.338 0.163
-0.153 0.512 -0.683
0.514 0.057 0.663
-1.764 1.296 -0.183
1.073 -1.601 -0.318
1.031 1.078 1.890
0.473 -2.440 -0.787
-0.556 2.169 -0.975
-0.012 -0.109 -0.146
-0.688 -0.077 -0.150
1.363 -0.740 -0.211
-0.339 -0.500 0.391
-0.183 -0.417 -0.119
-0.608 0.409 -0.186
1.153 0.712 0.561
-1.163 0.037 0.412
0.398 0.029 -0.121
-0.094 -0.272 0.153
0.049 0.357 -0.413
0.749 0.529 -0.131
0.007 -1.536 0.303
-1.207 0.291 1.636
-0.585 -0.578 -1.024
1.590 2.340 -1.013
0.362 -2.572 0.859
0.018 0.123 -0.273
-0.170 -0.295 0.129
-0.080 0.112 -0.028
1.195 -0.036 -0.458
-0.629 -0.349 -0.292
-0.466 0.733 -0.192
0.081 -0.211 0.485
0.181 1.105 0.743
-1.319 0.108 -0.466
0.298 0.199 -0.390
-2.010 0.501 -0.353
0.999 -1.967 1.060
-1.716 0.967 0.478
0.985 -1.001 -0.546
-0.189 0.103 2.513
-0.443 0.685 -0.710
1.078 0.390 0.079
0.254 -0.406 0.341
-0.015 -0.337 -0.713
0.595 -0.085 0.071
-0.076 0.989 -1.164
0.024 0.526 0.149
-0.523 -0.037 -0.225
0.639 -0.614 0.555
-0.288 -0.377 -0.752
0.642 0.703 -0.667
-0.255 -0.177 1.038
0.136 0.374 -0.087
1.924 0.077 -1.250
0.267 -0.530 1.476
-1.366 -0.312 -0.235
-0.589 -0.584 -1.701
0.373 0.253 -0.566
-0.193 0.172 0.187
-0.034 -0.050 -0.084
-0.087 -0.621 0.913
-0.208 -0.140 -0.469
-0.240 0.304 -0.560
0.015 0.299 -0.102
-0.056 0.383 0.229
0.044 0.309 0.312
0.261 0.261 0.757
-0.348 -1.224 -0.301
-0.675 0.301 -0.683
1.788 0.750 -0.705
-1.313 0.252 -0.197
0.484 -0.980 1.024
0.914 0.348 -0.123
0.211 -0.384 0.455
0.294 1.030 0.589
-0.573 -0.095 -0.157
0.857 -0.759 -0.205
-1.246 0.515 0.135
-0.759 -0.388 -0.103
0.065 0.222 -0.155
0.426 -0.148 0.736
-0.116 -0.210 -0.460
0.094 0.647 0.209
1.634 -0.290 -0.806
-0.984 -0.293 1.767
-1.117 -0.744 -0.105
1.593 0.210 1.203
-3.045 1.317 -1.256
0.669 -0.800 -1.473
-0.543 -0.021 -0.399
0.011 0.131 -0.559
0.332 -0.383 0.216
-0.396 -0.104 -0.225
0.825 0.215 -0.332
-0.192 0.243 0.718
0.850 0.467 0.306
0.572 -0.079 0.150
0.026 -0.490 0.222
-0.140 0.674 0.589
0.925 -0.111 0.098
-1.842 0.037 -0.172
2.158 1.725 1.172
1.054 -0.435 0.507
0.265 0.124 1.256
-1.054 -0.388 -1.017
-0.020 -0.315 -0.405
-0.162 -0.352 0.109
-0.237 0.565 -0.027
0.375 -0.330 -0.057
-1.235 -0.015 -0.856
-0.642 -0.081 -0.370
0.112 -0.419 -0.306
0.203 0.032 0.212
-0.292 -0.160 -0.062
0.167 0.064 0.052

Properties
Energy ... -99400.677 eV
Gap between HOMO and LUMO (alpha / beta) ... 2.23 / 5.52 eV
2S+1 ... 2
Total charge ... -1

Here are the Mulliken charges for atoms 1 to 5, given in e:
1. C -0.808
2. C -0.326
3. C -0.691
4. C 0.062
5. C -0.906

---

This record from OMol25 describes a molecular structure, C15H9N5S3Tl. The level of theory is ωB97M-V/def2-TZVPD.

CARTESIAN COORDINATES (ANGSTROEM)
Tl -0.759 -1.082 2.528
S -0.482 -0.560 -5.654
N 0.509 -1.360 -4.601
C 0.126 -1.007 -3.382
C 0.708 -1.459 -2.147
C 1.768 -2.369 -2.118
C 2.299 -2.776 -0.920
C 1.737 -2.242 0.258
N 0.745 -1.390 0.279
C 0.190 -0.976 -0.904
C -0.907 -0.076 -0.881
N -1.407 0.347 0.323
C -2.416 1.179 0.339
C -3.047 1.682 -0.816
C -2.574 1.263 -2.033
C -1.495 0.378 -2.101
C -0.973 -0.087 -3.360
N -1.416 0.253 -4.560
H 2.149 -2.741 -3.062
H 3.113 -3.486 -0.866
H 2.131 -2.539 1.228
H -2.770 1.480 1.323
H -3.881 2.365 -0.729
H -3.021 1.599 -2.961
S -2.196 -2.317 4.399
S 2.958 2.559 3.758
C 1.536 2.700 4.691
C 0.567 1.906 4.171
N 0.933 1.195 3.054
C 2.163 1.445 2.734
H 1.484 3.345 5.552
H -0.430 1.783 4.570
H 2.661 0.989 1.889

Atomic forces in eV per Å
-0.289 -0.383 0.451
0.002 0.001 -0.081
0.082 -0.068 -0.026
-0.046 0.043 0.169
-0.155 0.135 -0.101
0.104 -0.076 -0.008
-0.068 0.074 0.017
0.096 -0.036 0.030
-0.068 0.047 -0.277
0.201 -0.174 0.103
-0.190 0.176 0.104
0.078 -0.081 -0.228
-0.064 0.059 0.048
0.080 -0.045 0.027
-0.082 0.074 -0.018
0.133 -0.120 -0.107
0.056 -0.040 0.163
-0.081 0.066 -0.019
-0.008 0.012 -0.002
0.009 0.006 0.006
-0.021 -0.028 -0.006
-0.026 -0.029 -0.006
0.001 0.002 0.006
0.016 -0.003 0.000
0.186 0.265 -0.286
0.155 0.076 0.017
-0.084 0.046 0.047
0.071 -0.059 -0.071
0.003 0.181 0.179
-0.062 -0.111 -0.139
-0.009 -0.016 0.006
0.001 -0.008 0.002
-0.017 0.014 -0.003

Properties
ΔE to the lowest compared entry with this formula, charge and spin ... 67.42 kJ/mol
Energy ... -60351.529 eV
Gap between HOMO and LUMO (alpha / beta) ... 6.04 / 4.21 eV
Total charge ... -1

Here are the Mulliken charges for atoms 1 to 5, given in e:
1. Tl 0.650
2. S -0.042
3. N -0.798
4. C 0.746
5. C 0.275